1.
DFT (the ωB97M-V functional and the def2-TZVPD basis) results for a 14-piece molecular cluster, C43H62N14O2 overall.

Geometry as XYZ:
```
121
Properties=species:S:1:pos:R:3:lowdin_charge:R:1
C 0.88309 4.06810 -1.72629 -0.104
C 0.68843 2.95012 -2.79123 -0.241
C 0.11737 1.65971 -2.13017 -0.185
C 0.76282 0.34904 -2.66088 -0.145
C 2.10199 0.00534 -2.03515 -0.120
C 3.25330 0.71179 -2.41827 -0.004
C 4.51608 0.45896 -1.89439 0.005
C 4.66585 -0.56490 -0.97616 -0.080
C 3.51170 -1.28048 -0.58401 -0.017
C 2.22352 -1.01997 -1.06480 -0.060
C 1.06070 -1.84705 -0.52219 -0.284
C 0.32421 -2.70954 -1.59466 -0.050
C 0.08791 -0.95293 0.30110 -0.145
C 0.71704 -0.47282 1.63806 -0.222
C -0.22886 -0.63526 2.85372 -0.111
C 4.02739 -2.28016 0.38059 -0.379
O 3.51437 -3.26731 0.88523 -0.018
N 5.38960 -1.99832 0.69752 0.162
C 5.88043 -1.08765 -0.26811 -0.398
O 7.01518 -0.77986 -0.47242 0.125
H 1.90685 4.03354 -1.33835 0.068
H 0.19636 3.91291 -0.88533 0.063
H 0.64811 5.04637 -2.15761 0.047
H -0.01433 3.34570 -3.52982 0.070
H 1.61792 2.71136 -3.31218 0.076
H 0.10213 1.72176 -1.03786 0.089
H -0.93723 1.62712 -2.44641 0.111
H 0.03443 -0.45524 -2.55494 0.088
H 0.94249 0.50837 -3.74356 0.081
H 3.20316 1.51480 -3.14763 0.106
H 5.39715 1.03084 -2.17444 0.122
H 1.48776 -2.54271 0.20743 0.110
H 0.87609 -2.61548 -2.53619 0.066
H -0.68297 -2.30076 -1.73355 0.071
H 0.26250 -3.75389 -1.27932 0.069
H -0.78788 -1.55223 0.58512 0.111
H -0.21261 -0.08160 -0.28376 0.084
H 1.61117 -1.06442 1.85283 0.062
H 1.04088 0.57429 1.59884 0.106
H 0.01689 -1.54429 3.42096 0.041
H -0.15113 0.18185 3.58229 0.056
H -1.29065 -0.71208 2.59017 0.067
H 5.49989 -1.71309 1.66477 0.145
C 2.46088 -6.76500 1.21771 -0.076
C 1.42061 -6.97490 0.22278 -0.289
N 0.59951 -7.14348 -0.55988 0.121
H 2.23433 -7.29011 2.14532 0.044
H 3.42667 -7.12633 0.86675 0.087
H 2.57787 -5.70682 1.45686 0.064
C -1.87015 7.19729 -3.46997 -0.065
C -2.06689 5.76157 -3.38036 -0.274
N -2.22244 4.62666 -3.30953 0.153
H -2.27262 7.59786 -4.39874 0.047
H -2.36714 7.71317 -2.64822 0.029
H -0.81349 7.46228 -3.43203 0.087
C -0.66649 -10.94578 0.90176 -0.069
C 0.26543 -10.24355 1.76802 -0.273
N 1.00197 -9.69049 2.44903 0.135
H -0.63240 -12.02053 1.07464 0.082
H -1.68948 -10.61487 1.07347 0.084
H -0.43449 -10.77069 -0.14776 0.084
C -0.34500 -3.55666 6.12079 -0.052
C -0.03485 -2.13841 6.18452 -0.269
N 0.20999 -1.01956 6.23537 0.157
H -1.07371 -3.83488 6.88068 0.087
H -0.75956 -3.82566 5.14941 0.087
H 0.54789 -4.16179 6.28154 0.054
C -5.26754 6.26894 -5.50656 -0.064
C -4.58702 7.53089 -5.75424 -0.283
N -4.04569 8.52323 -5.94482 0.135
H -4.87797 5.77909 -4.61406 0.070
H -6.33649 6.41952 -5.36236 0.082
H -5.13961 5.58185 -6.34156 0.086
C -4.23766 5.85757 0.06916 -0.081
C -4.02357 7.13907 -0.58581 -0.241
N -3.85501 8.14964 -1.10229 0.139
H -5.28328 5.57327 0.04548 0.049
H -3.67201 5.06339 -0.41458 0.065
H -3.92863 5.89253 1.11368 0.091
C 3.30702 -2.13685 5.16353 -0.052
C 3.17506 -2.45359 3.75215 -0.146
N 3.06984 -2.70449 2.62935 0.155
H 2.49774 -1.49224 5.50361 0.036
H 3.28221 -3.04093 5.77283 0.051
H 4.24603 -1.62338 5.37657 0.086
C 0.98630 -2.70730 -6.02063 -0.084
C 1.34557 -1.30020 -5.94343 -0.261
N 1.62977 -0.19133 -5.87946 0.141
H 0.28354 -2.98580 -5.23773 0.022
H 0.52141 -2.94554 -6.97757 0.081
H 1.86058 -3.34774 -5.91429 0.088
C -7.18383 3.42596 1.84265 -0.063
C -6.15072 3.26385 0.83085 -0.270
N -5.33597 3.13684 0.03414 0.152
H -6.78789 3.25043 2.84181 0.085
H -7.60042 4.43256 1.82439 0.084
H -8.00336 2.72670 1.68439 0.084
C 4.28346 -6.70714 5.23270 -0.057
C 3.50695 -5.95205 6.20374 -0.265
N 2.89278 -5.35765 6.96863 0.135
H 4.89938 -6.04813 4.62154 0.086
H 4.94630 -7.41708 5.72490 0.086
H 3.63512 -7.27046 4.56248 0.077
C -2.33147 -5.61772 -5.86138 -0.061
C -1.25214 -5.16621 -4.99715 -0.248
N -0.40209 -4.80997 -4.31527 0.159
H -3.29731 -5.52318 -5.36749 0.084
H -2.37172 -5.03432 -6.78044 0.082
H -2.20293 -6.66288 -6.13878 0.084
C 2.56268 1.70172 6.37722 -0.080
C 2.77616 2.96664 5.69050 -0.284
N 2.94378 3.96305 5.14956 0.124
H 1.52257 1.38303 6.31441 0.056
H 3.17374 0.90951 5.94821 0.061
H 2.81847 1.77546 7.43347 0.083
C -4.29043 11.92349 -0.73195 -0.078
C -4.69780 12.39956 0.58087 -0.289
N -5.01984 12.77422 1.61525 0.118
H -4.20040 10.83729 -0.75251 0.048
H -5.01020 12.20605 -1.49894 0.082
H -3.32603 12.33670 -1.02399 0.082
```

## Properties
electronic energy	-2592.5814	a.u.
gap between HOMO and LUMO	8.95	eV
LUMO level	0.012	hartree

***

2.
DFT (the ωB97M-V functional and the def2-TZVPD basis) results for C32H29ClN3O5PtS as an isolated structure.

Geometry as XYZ:
```
72
Properties=species:S:1:pos:R:3:lowdin_charge:R:1
Pt 1.80661 -1.73904 -1.27199 1.448
C -1.23255 2.44736 0.91861 -0.031
C -0.07166 3.33058 1.28341 -0.214
C -0.17103 4.24660 2.32848 -0.026
C 0.88849 5.07261 2.66804 -0.056
C 2.08454 5.00453 1.96650 -0.062
C 2.21324 4.09453 0.93148 -0.010
C 1.14605 3.26795 0.60199 -0.217
N 1.31641 2.32341 -0.46858 0.166
C 1.55465 1.01556 -0.27083 -0.343
N 1.65653 0.57887 0.99240 0.189
C 2.05307 -0.68376 1.46792 -0.175
C 2.19928 -1.81286 0.67803 -0.180
C 2.58329 -3.03505 1.20020 -0.069
C 2.85055 -3.12048 2.55534 -0.044
C 2.71130 -2.00049 3.36151 -0.019
C 2.31484 -0.77825 2.84493 -0.193
C 2.16022 0.42578 3.73502 -0.024
N 1.74728 0.20962 -1.29130 -0.073
C 1.73500 0.65480 -2.65357 -0.268
C 0.55696 0.51887 -3.38812 -0.017
C 0.54116 0.88498 -4.72360 -0.054
C 1.69706 1.38671 -5.30382 -0.047
C 2.86189 1.52126 -4.56028 -0.017
C 2.91453 1.15334 -3.22100 -0.207
C 4.18656 1.26470 -2.42945 -0.013
H -2.16588 2.88008 1.27450 0.089
H -1.13329 1.45745 1.37289 0.080
H -1.31030 2.30329 -0.15929 0.083
H -1.10528 4.32089 2.87120 0.120
H 0.77702 5.78007 3.47872 0.114
H 2.91013 5.65331 2.22396 0.112
H 3.13658 4.01472 0.37165 0.119
H 1.23720 2.63074 -1.42716 0.165
H 1.52201 1.29074 1.69688 0.117
H 2.67173 -3.90492 0.56853 0.103
H 3.16211 -4.06520 2.97825 0.119
H 2.91249 -2.07623 4.42223 0.123
H 2.39268 0.16484 4.76438 0.089
H 1.13652 0.81342 3.72453 0.092
H 2.83427 1.23702 3.44461 0.095
H -0.32342 0.11669 -2.90108 0.108
H -0.36332 0.77641 -5.30578 0.115
H 1.69418 1.67636 -6.34612 0.116
H 3.75448 1.91621 -5.02890 0.122
H 4.89070 1.92452 -2.93234 0.089
H 4.65814 0.28587 -2.32439 0.081
H 4.01639 1.65409 -1.42475 0.073
O 4.38888 -4.56007 -2.19697 -0.207
Cl 3.46342 -3.55376 -2.50000 0.734
O 2.17852 -3.78604 -1.71314 -0.442
O 3.15332 -3.42570 -3.86897 -0.238
O 3.88866 -2.22982 -1.94239 -0.417
C -8.74240 -2.20721 2.28008 -0.070
C -7.33657 -1.99785 1.79317 -0.726
O -6.41111 -1.67095 2.47714 0.044
S -7.16984 -2.36101 0.02530 1.018
C -5.41831 -2.19785 -0.16405 -0.528
C -4.67490 -3.29049 -0.59258 -0.077
C -3.30629 -3.17476 -0.76771 -0.016
C -2.66872 -1.96370 -0.50050 -0.244
C -3.42073 -0.87072 -0.06599 -0.017
C -4.78790 -0.98444 0.09306 -0.078
C -1.24787 -1.85651 -0.66748 -0.060
C -0.05988 -1.79874 -0.87142 -0.152
H -8.85893 -1.73331 3.25125 0.089
H -8.92333 -3.27892 2.37688 0.092
H -9.46505 -1.80997 1.56812 0.077
H -5.16867 -4.23440 -0.78089 0.110
H -2.72427 -4.02413 -1.09838 0.122
H -2.92568 0.06586 0.14597 0.097
H -5.37177 -0.13795 0.42564 0.116
```

## Properties
electronic energy	-2754.4460	a.u.
gap between HOMO and LUMO	6.71	eV
relative energy (zero: lowest compared OMol25 entry of this formula, charge and spin)	0.0	kcal/mol
LUMO level	-0.151	hartree
charge	+1